(1)
The following is a quantum chemistry calculation of C48H34CdN4OP2S as an isolated structure, from the Open Molecules 2025 dataset.

```
91
Properties=species:S:1:pos:R:3:forces:R:3:mulliken_charge:R:1
Cd 0.561 -0.157 -0.667 0.1 0.0 0.0 3.70
O -0.547 -1.408 1.516 0.0 0.0 0.0 0.42
C -0.276 -2.773 1.503 0.0 0.1 0.0 -1.24
C -0.008 -3.459 2.673 0.0 0.0 0.0 -0.08
C 0.342 -4.802 2.600 0.0 0.0 0.0 -0.85
C 0.441 -5.437 1.371 0.0 0.0 0.0 -0.99
C 0.199 -4.730 0.203 0.0 0.0 0.0 -1.18
C -0.167 -3.385 0.253 0.0 -0.1 0.1 0.71
P -0.390 -2.396 -1.250 0.0 0.1 0.0 1.53
C -2.167 -2.186 -1.507 0.0 0.0 0.0 0.56
C -2.579 -1.513 -2.660 0.0 0.0 0.0 -0.62
C -3.926 -1.286 -2.883 0.0 0.0 0.0 -0.61
C -4.866 -1.709 -1.948 0.0 0.0 0.0 -0.60
C -4.458 -2.375 -0.804 0.0 0.0 0.0 -0.84
C -3.109 -2.620 -0.584 0.0 0.0 0.0 -0.23
C 0.247 -3.355 -2.627 0.0 0.0 0.0 0.08
C 1.579 -3.196 -3.004 0.0 0.0 0.0 -0.34
C 2.106 -3.968 -4.027 0.0 0.0 0.0 -0.71
C 1.300 -4.893 -4.677 0.0 0.0 0.0 -0.55
C -0.031 -5.048 -4.310 0.0 0.0 0.0 -0.73
C -0.562 -4.282 -3.284 0.0 0.0 0.0 -0.41
C -1.711 -0.894 2.074 0.0 0.0 0.0 0.92
C -2.589 -1.657 2.828 0.0 0.0 0.0 -0.85
C -3.718 -1.054 3.364 0.0 0.0 0.0 -0.89
C -3.976 0.293 3.154 0.0 -0.1 0.0 -1.04
C -3.102 1.037 2.381 0.0 0.0 0.0 -1.07
C -1.957 0.460 1.828 -0.1 0.0 0.1 0.11
P -0.904 1.418 0.709 0.0 0.0 0.0 1.45
C -2.003 2.552 -0.160 0.0 0.0 0.0 0.18
C -2.624 2.083 -1.317 0.0 0.0 0.0 -0.50
C -3.535 2.880 -1.990 0.0 0.0 0.0 -0.56
C -3.821 4.153 -1.516 0.0 0.0 0.0 -0.65
C -3.203 4.627 -0.367 0.0 0.0 0.0 -0.82
C -2.298 3.829 0.316 0.0 0.0 0.0 -0.16
C 0.224 2.411 1.720 0.0 0.0 0.0 0.52
C 0.550 2.028 3.017 0.0 -0.1 0.0 -0.52
C 1.516 2.729 3.726 0.0 0.0 0.0 -0.93
C 2.155 3.817 3.148 0.0 0.0 0.0 -0.70
C 1.830 4.204 1.853 0.0 0.0 0.0 -0.92
C 0.877 3.499 1.137 0.0 0.0 -0.1 -0.51
H -0.072 -2.951 3.626 0.0 0.0 0.0 0.62
H 0.545 -5.348 3.511 0.0 0.0 0.0 0.49
H 0.719 -6.480 1.319 0.0 0.0 0.0 0.48
H 0.306 -5.222 -0.755 0.0 0.0 0.0 0.56
H -1.851 -1.191 -3.398 0.0 0.0 0.0 0.45
H -4.246 -0.784 -3.787 0.0 0.0 0.0 0.49
H -5.918 -1.527 -2.122 0.0 0.0 0.0 0.45
H -5.190 -2.715 -0.084 0.0 0.0 0.0 0.49
H -2.801 -3.161 0.303 0.0 0.0 0.0 0.46
H 2.208 -2.469 -2.499 0.0 0.0 0.0 0.31
H 3.139 -3.846 -4.322 0.0 0.0 0.0 0.43
H 1.708 -5.493 -5.479 0.0 0.0 0.0 0.41
H -0.656 -5.765 -4.824 0.0 0.0 0.0 0.44
H -1.602 -4.399 -3.003 0.0 0.0 0.0 0.50
H -2.409 -2.708 2.995 0.0 0.0 0.0 0.49
H -4.400 -1.650 3.954 0.0 0.0 0.0 0.46
H -4.856 0.755 3.576 0.0 0.0 0.0 0.48
H -3.318 2.079 2.185 0.0 0.0 0.0 0.51
H -2.412 1.082 -1.681 0.0 0.0 0.0 0.12
H -4.022 2.511 -2.884 0.0 0.0 0.0 0.50
H -4.530 4.778 -2.043 0.0 0.0 0.0 0.42
H -3.432 5.617 0.002 0.0 0.0 0.0 0.45
H -1.826 4.202 1.216 0.0 0.0 0.0 0.51
H 0.043 1.191 3.482 0.0 0.0 0.0 0.47
H 1.757 2.435 4.739 0.0 0.0 0.0 0.48
H 2.894 4.372 3.710 0.0 0.0 0.0 0.47
H 2.314 5.064 1.405 0.0 0.0 0.0 0.49
H 0.626 3.810 0.128 0.0 0.0 0.0 0.54
S 6.416 4.534 0.941 0.0 0.0 0.0 0.19
N 5.437 4.503 -0.338 0.0 0.0 0.1 -0.70
C 4.677 3.426 -0.205 0.0 0.1 -0.1 0.94
C 3.636 3.015 -1.126 0.0 0.0 0.0 0.51
C 3.332 3.727 -2.287 0.0 0.0 0.0 -0.66
C 2.309 3.283 -3.095 0.0 0.0 0.0 -0.93
C 1.612 2.141 -2.718 0.0 0.0 0.0 -0.26
N 1.897 1.452 -1.618 0.0 0.0 0.0 -0.37
C 2.897 1.868 -0.819 0.1 0.1 0.0 -0.55
C 3.192 1.088 0.398 0.0 0.0 0.0 -0.70
N 2.450 -0.007 0.640 0.0 -0.1 0.0 -0.21
C 2.714 -0.748 1.710 0.0 0.0 0.0 -0.52
C 3.729 -0.438 2.610 0.0 0.0 0.0 -1.03
C 4.480 0.694 2.392 0.0 0.0 0.0 -0.61
C 4.214 1.477 1.267 0.0 0.0 0.0 0.74
C 4.955 2.682 0.959 0.0 -0.1 0.1 0.77
N 5.922 3.201 1.699 0.0 0.1 0.0 -0.69
H 3.903 4.615 -2.528 0.0 0.0 0.0 0.57
H 2.040 3.802 -4.004 0.0 0.0 0.0 0.48
H 0.794 1.771 -3.323 0.0 0.0 0.0 0.50
H 2.094 -1.622 1.859 0.0 0.0 0.0 0.33
H 3.909 -1.079 3.460 0.0 0.0 0.0 0.53
H 5.274 0.991 3.065 0.0 0.0 0.0 0.56
```
Forces are in eV/Å.

The energy relative to the best compared isomer or geometry (same formula, charge and spin) is 0.0 kcal per mole. As for the LUMO energy: -5.458 eV. As for the charge: +2.

=====

(2)
The following is a quantum chemistry calculation of an isolated ion of composition C7H22N5 and charge +1 at a distorted geometry, from the Open Molecules 2025 dataset.

```
34
Properties=species:S:1:pos:R:3:forces:R:3:nbo_charge:R:1
C -0.244 3.480 1.094 1.5 -1.0 0.7 -0.62
C -0.730 1.995 1.020 0.8 0.0 0.7 -0.26
N -0.013 1.201 -0.061 -1.4 2.0 0.0 -0.49
N 0.597 -0.074 0.190 -3.4 -1.9 -4.1 0.22
C -0.376 -1.193 0.659 -1.9 -0.3 -1.8 -0.23
C -0.954 -2.192 -0.473 1.9 -0.7 -1.2 -0.24
N -1.708 -1.440 -1.447 -1.1 0.7 -0.9 -0.67
C -3.087 -1.128 -0.985 1.9 -1.6 0.1 -0.41
N 1.092 -0.537 -1.132 2.1 0.1 0.2 -0.52
C 2.183 0.344 -1.697 -2.2 -0.5 0.2 -0.43
N 1.576 0.098 1.093 3.0 3.3 0.5 -0.44
C 2.405 -1.029 1.465 -0.8 -1.5 0.8 -0.44
H -0.215 4.145 0.214 -0.2 -0.9 0.1 0.23
H -0.882 3.932 1.819 -0.6 0.6 0.5 0.23
H 0.773 3.493 1.588 -0.9 0.0 -0.8 0.21
H -0.609 1.544 2.036 0.7 0.2 -0.9 0.23
H -1.820 1.964 0.983 -0.1 -0.1 -1.0 0.20
H -0.620 1.204 -0.918 1.1 -0.9 1.1 0.41
H 0.066 -1.592 1.543 -0.2 -0.6 0.3 0.24
H -1.325 -0.709 0.879 0.4 0.6 0.7 0.23
H -0.178 -2.694 -1.142 -0.5 0.3 1.7 0.22
H -1.606 -2.999 -0.075 0.7 0.5 0.7 0.22
H -1.823 -1.938 -2.331 0.5 0.0 0.5 0.38
H -3.233 -1.785 -0.160 -0.8 -0.8 0.7 0.18
H -3.090 -0.186 -0.554 -0.6 2.2 0.2 0.19
H -3.807 -1.349 -1.736 -0.6 0.4 -0.5 0.23
H 0.408 -0.923 -1.800 -0.1 1.0 1.0 0.42
H 2.634 -0.336 -2.455 -0.1 1.0 0.3 0.25
H 1.679 1.311 -2.093 1.6 -1.4 0.5 0.22
H 2.898 0.461 -0.852 -0.1 0.4 -1.2 0.19
H 2.246 0.829 0.629 -2.0 -1.2 1.6 0.40
H 2.763 -0.815 2.509 -0.3 -0.5 -1.1 0.24
H 1.770 -1.985 1.420 1.5 1.3 0.3 0.22
H 3.232 -1.098 0.771 0.3 -0.5 0.0 0.21
```
Forces are in eV/Å.

The energy relative to the best compared isomer or geometry (same formula, charge and spin) is 33.1 kcal per mole. As for the LUMO energy: -2.199 eV. As for the charge: +1.

=====

(3)
The following is a quantum chemistry calculation of C7H25CaN9O9 as an isolated structure at a distorted geometry, from the Open Molecules 2025 dataset.

```
51
Properties=species:S:1:pos:R:3:forces:R:3:nbo_charge:R:1
Ca -0.064 0.313 0.367 0.0 -0.8 -0.4 1.82
C -3.297 -2.885 -0.794 0.1 0.0 -0.3 -0.63
C -1.958 -2.152 -0.895 0.3 0.0 0.3 -0.03
O -1.903 -0.985 -0.171 0.2 1.0 0.1 -1.06
H -3.559 -3.057 0.251 -0.2 0.2 0.0 0.19
H -3.259 -3.862 -1.287 0.1 0.0 0.0 0.18
H -4.057 -2.301 -1.322 -0.2 0.0 0.3 0.19
H -1.783 -1.970 -1.977 0.2 -0.1 0.0 0.10
H -1.166 -2.837 -0.529 0.0 -0.2 -0.3 0.12
N 3.432 1.285 0.797 0.3 -0.1 0.7 0.73
O 2.201 1.095 0.658 -0.4 0.1 -0.1 -0.63
O 4.166 1.331 -0.210 0.0 -0.1 -0.3 -0.55
O 3.907 1.406 1.928 0.0 0.1 -0.1 -0.49
C -2.617 2.515 -0.266 0.1 -1.0 -0.6 -0.28
O -1.337 2.503 0.378 -0.7 0.6 0.2 -0.75
H -2.976 1.481 -0.286 0.0 0.0 0.1 0.22
H -3.359 3.136 0.232 0.1 0.2 0.1 0.17
H -2.496 2.790 -1.318 -0.1 0.3 0.1 0.17
H -1.245 3.358 0.806 0.4 -0.1 0.1 0.48
C 2.208 -1.367 -2.002 -0.2 -0.4 -0.5 0.78
O 1.336 -1.059 -1.208 0.0 -0.1 0.1 -0.69
N 1.954 -2.307 -2.983 0.3 0.8 0.1 -0.87
N 3.475 -0.864 -2.010 -0.2 -0.1 0.4 -0.87
H 2.745 -2.709 -3.448 -0.2 -0.3 -0.1 0.39
H 1.045 -2.733 -2.968 0.1 -0.2 0.0 0.41
H 3.938 -0.714 -2.888 0.0 -0.1 -0.1 0.39
H 3.657 -0.163 -1.296 0.1 0.5 0.0 0.44
C 0.240 1.885 -2.793 0.9 -0.1 0.1 0.80
O 0.349 1.538 -1.628 -0.5 0.3 -0.1 -0.71
N 0.073 3.184 -3.157 -0.3 0.7 -0.4 -0.84
N 0.383 0.988 -3.805 -0.2 0.0 0.1 -0.84
H 0.107 3.508 -4.107 0.0 -0.3 -0.1 0.39
H 0.045 3.919 -2.476 0.1 -0.3 0.4 0.41
H 0.601 0.051 -3.514 -0.1 -0.1 -0.1 0.42
H 0.368 1.234 -4.776 0.0 0.0 0.0 0.39
C 1.694 -1.984 2.284 0.1 -0.4 -0.7 0.81
O 0.824 -1.493 1.578 -0.2 0.2 0.3 -0.73
N 1.493 -2.242 3.601 0.2 -0.1 0.0 -0.84
N 2.885 -2.385 1.756 -0.3 0.2 0.5 -0.83
H 2.248 -2.514 4.200 -0.1 0.0 0.1 0.39
H 0.583 -2.041 3.970 0.0 0.1 0.1 0.41
H 3.022 -2.215 0.777 0.1 0.0 0.0 0.42
H 3.516 -2.942 2.298 0.2 0.0 -0.2 0.39
C -1.799 1.316 3.246 -1.0 0.2 -1.0 0.80
O -0.936 0.855 2.525 0.7 -0.3 0.5 -0.71
N -1.545 2.219 4.244 0.2 0.0 0.3 -0.84
N -3.126 1.081 3.007 0.1 0.2 0.7 -0.84
H -2.210 2.329 4.992 0.0 -0.1 0.0 0.39
H -0.580 2.288 4.521 0.0 0.0 -0.1 0.41
H -3.418 0.503 2.237 0.3 -0.1 -0.1 0.43
H -3.803 1.670 3.459 -0.1 -0.2 -0.1 0.38
```
Forces are in eV/Å.

The energy relative to the best compared isomer or geometry (same formula, charge and spin) is 0.0 kcal per mole. As for the LUMO energy: 0.379 eV.

=====

Please write out number 2 again, unchanged.
The following is a quantum chemistry calculation of an isolated ion of composition C7H22N5 and charge +1 at a distorted geometry, from the Open Molecules 2025 dataset.

```
34
Properties=species:S:1:pos:R:3:forces:R:3:nbo_charge:R:1
C -0.244 3.480 1.094 1.5 -1.0 0.7 -0.62
C -0.730 1.995 1.020 0.8 0.0 0.7 -0.26
N -0.013 1.201 -0.061 -1.4 2.0 0.0 -0.49
N 0.597 -0.074 0.190 -3.4 -1.9 -4.1 0.22
C -0.376 -1.193 0.659 -1.9 -0.3 -1.8 -0.23
C -0.954 -2.192 -0.473 1.9 -0.7 -1.2 -0.24
N -1.708 -1.440 -1.447 -1.1 0.7 -0.9 -0.67
C -3.087 -1.128 -0.985 1.9 -1.6 0.1 -0.41
N 1.092 -0.537 -1.132 2.1 0.1 0.2 -0.52
C 2.183 0.344 -1.697 -2.2 -0.5 0.2 -0.43
N 1.576 0.098 1.093 3.0 3.3 0.5 -0.44
C 2.405 -1.029 1.465 -0.8 -1.5 0.8 -0.44
H -0.215 4.145 0.214 -0.2 -0.9 0.1 0.23
H -0.882 3.932 1.819 -0.6 0.6 0.5 0.23
H 0.773 3.493 1.588 -0.9 0.0 -0.8 0.21
H -0.609 1.544 2.036 0.7 0.2 -0.9 0.23
H -1.820 1.964 0.983 -0.1 -0.1 -1.0 0.20
H -0.620 1.204 -0.918 1.1 -0.9 1.1 0.41
H 0.066 -1.592 1.543 -0.2 -0.6 0.3 0.24
H -1.325 -0.709 0.879 0.4 0.6 0.7 0.23
H -0.178 -2.694 -1.142 -0.5 0.3 1.7 0.22
H -1.606 -2.999 -0.075 0.7 0.5 0.7 0.22
H -1.823 -1.938 -2.331 0.5 0.0 0.5 0.38
H -3.233 -1.785 -0.160 -0.8 -0.8 0.7 0.18
H -3.090 -0.186 -0.554 -0.6 2.2 0.2 0.19
H -3.807 -1.349 -1.736 -0.6 0.4 -0.5 0.23
H 0.408 -0.923 -1.800 -0.1 1.0 1.0 0.42
H 2.634 -0.336 -2.455 -0.1 1.0 0.3 0.25
H 1.679 1.311 -2.093 1.6 -1.4 0.5 0.22
H 2.898 0.461 -0.852 -0.1 0.4 -1.2 0.19
H 2.246 0.829 0.629 -2.0 -1.2 1.6 0.40
H 2.763 -0.815 2.509 -0.3 -0.5 -1.1 0.24
H 1.770 -1.985 1.420 1.5 1.3 0.3 0.22
H 3.232 -1.098 0.771 0.3 -0.5 0.0 0.21
```
Forces are in eV/Å.

The energy relative to the best compared isomer or geometry (same formula, charge and spin) is 33.1 kcal per mole. As for the LUMO energy: -2.199 eV. As for the charge: +1.